A molecular structure, C71H136Cl4N5O15V at a distorted geometry. Source: the Open Molecules 2025 dataset; level of theory: wB97M-V/def2-TZVPD.

The geometry in XYZ format:
```
232
Properties=species:S:1:pos:R:3:forces:R:3:mulliken_spin:R:1
O 0.0660 1.0337 1.1213 -0.60 -1.01 -1.10 -0.2919
V -0.2430 -0.1924 0.1661 2.24 2.63 2.79 1.2342
C -0.7014 -7.4295 1.6448 -0.34 -0.61 -0.28 0.0000
C -1.0343 -5.9611 1.5783 -0.12 1.50 0.51 0.0008
C -0.6250 -5.0887 2.8128 -0.41 -0.56 -0.41 -0.0028
C -1.4470 -5.3013 4.0737 0.57 -0.25 1.03 0.0003
N -0.8730 -4.5681 5.2926 0.70 2.56 -1.10 0.0000
C 0.4981 -5.0247 5.8522 -0.22 -0.11 0.80 0.0004
C 0.1714 -5.3006 7.3515 0.71 -0.79 -0.48 0.0001
C -1.0111 -4.4454 7.6474 -0.59 0.78 1.10 0.0002
C -1.8590 -4.6372 6.4497 -0.33 0.19 -1.74 -0.0001
C -0.6684 -3.0559 4.9064 -0.04 -0.36 0.10 0.0002
H -0.8058 -7.8578 2.6417 -0.12 0.09 0.09 0.0000
H 0.2973 -7.6977 1.3002 0.18 0.38 0.11 0.0001
H -1.3765 -7.9798 0.9895 -0.10 -0.11 0.06 0.0000
H -2.0700 -5.7052 1.3551 -0.56 -0.75 0.51 0.0001
H -0.6363 -5.4846 0.6824 0.84 -0.07 0.05 -0.0008
H -0.8320 -4.0580 2.5248 0.52 0.00 -0.14 0.0016
H 0.4209 -5.2599 3.0678 0.25 0.30 -0.18 0.0008
H -1.4366 -6.3011 4.5078 -0.31 -0.44 -0.76 -0.0002
H -2.4648 -4.9218 3.9835 -0.12 -0.19 -0.15 0.0003
H 1.1973 -4.2017 5.7043 -0.05 -0.09 0.18 0.0001
H 0.9800 -5.8554 5.3368 -0.62 -0.11 -0.24 -0.0001
H 1.0326 -5.1944 8.0112 -0.02 0.32 -0.18 0.0000
H -0.1890 -6.3169 7.5109 0.30 -0.35 -0.37 0.0001
H -0.7405 -3.3977 7.7789 -0.05 0.08 -0.01 0.0000
H -1.5826 -4.7561 8.5220 0.25 0.02 0.19 0.0000
H -2.6459 -3.9120 6.2426 0.16 0.19 0.21 -0.0001
H -2.3578 -5.6032 6.3710 0.30 -0.25 0.30 0.0001
H -0.0578 -2.5334 5.6428 -0.30 -0.30 0.33 0.0003
H -1.6247 -2.5505 4.7713 -0.16 -0.33 0.16 -0.0007
H -0.1152 -2.9256 3.9764 0.09 -0.58 0.02 -0.0002
C -10.0624 -3.8108 -3.2395 0.14 0.55 -1.26 0.0000
C -9.0350 -2.9926 -4.1253 0.99 -0.95 0.26 0.0000
C -8.3654 -1.7488 -3.5035 -1.52 -0.52 0.12 0.0002
C -7.6574 -2.0520 -2.1920 1.52 0.56 -0.30 -0.0003
N -6.4319 -1.0560 -1.9042 -0.09 0.72 -0.04 0.0004
C -6.6933 0.4288 -2.1232 -0.89 0.80 -0.50 0.0000
C -7.6996 0.8200 -1.1053 -1.77 -0.83 1.16 0.0002
C -7.2189 0.1161 0.1429 1.51 0.10 1.23 0.0004
C -6.2080 -0.9697 -0.3312 0.53 0.15 -1.59 0.0010
C -5.1513 -1.4579 -2.7313 -1.61 -0.43 0.31 0.0007
H -9.8212 -4.8725 -3.1888 0.40 0.17 0.24 0.0000
H -11.0268 -3.8166 -3.7474 -0.12 0.26 0.11 0.0000
H -10.2278 -3.4094 -2.2397 0.19 0.01 -0.02 0.0000
H -9.4061 -2.6980 -5.1069 -0.62 0.08 0.25 0.0000
H -8.2002 -3.6313 -4.4139 0.01 -0.50 0.16 0.0000
H -9.2507 -1.1394 -3.3219 0.38 0.82 0.28 0.0000
H -7.7623 -1.2695 -4.2746 0.24 -0.02 0.25 -0.0001
H -7.1712 -3.0263 -2.1419 0.25 -0.05 -0.48 0.0002
H -8.3615 -2.1404 -1.3646 0.21 0.91 0.24 0.0000
H -5.8157 1.0335 -1.8944 0.63 -0.70 -0.04 -0.0001
H -7.0530 0.8416 -3.0657 0.28 -1.20 -0.68 -0.0002
H -7.8026 1.8990 -0.9898 0.17 -0.10 -0.03 0.0000
H -8.7055 0.4138 -1.2119 -0.14 0.18 -1.13 0.0000
H -6.6777 0.9161 0.6481 0.54 -0.47 0.52 0.0000
H -7.9370 -0.2336 0.8846 -0.31 -0.14 -0.52 -0.0001
H -5.1962 -0.5678 -0.2776 0.10 -0.13 0.22 -0.0006
H -6.1829 -1.9947 0.0387 -0.45 0.17 0.27 0.0003
H -5.1498 -2.5468 -2.7793 0.51 0.00 0.75 -0.0002
H -4.2676 -0.9728 -2.3167 -0.17 -0.23 0.26 -0.0007
H -5.2535 -1.1881 -3.7824 -0.43 0.63 0.16 0.0001
C 7.2084 4.3960 5.1982 0.95 0.25 0.41 0.0001
C 7.4577 4.1869 3.7094 0.28 0.35 1.06 0.0003
C 6.6072 3.0833 3.2167 -0.98 0.18 -0.77 -0.0001
C 6.8335 2.8419 1.7525 -1.46 -1.71 -1.87 -0.0002
N 5.9090 1.7052 1.2372 -1.87 -2.31 -0.94 0.0004
C 6.0480 0.2755 1.8463 0.74 0.97 1.62 0.0004
C 5.8279 -0.8242 0.7847 -0.50 1.36 1.00 -0.0015
C 6.4636 -0.1593 -0.4087 0.93 0.00 0.52 0.0007
C 6.1130 1.3430 -0.2601 -0.48 0.02 -0.97 -0.0018
C 4.4179 2.1284 1.3963 1.53 1.95 -0.49 -0.0019
H 7.5523 3.5562 5.8020 -0.28 -0.13 0.03 0.0000
H 6.1654 4.6351 5.4062 -0.11 -0.32 -0.09 0.0000
H 7.7674 5.2617 5.5533 0.11 0.04 0.00 0.0000
H 8.4660 3.8711 3.4417 0.46 0.86 0.38 0.0000
H 7.1494 5.1499 3.3021 0.45 -0.14 -0.85 0.0000
H 5.5989 3.4861 3.3123 -0.30 -0.60 0.15 0.0001
H 6.7162 2.1821 3.8201 0.02 -0.04 -0.04 0.0001
H 7.8011 2.5865 1.3204 0.41 -0.11 0.84 -0.0001
H 6.4727 3.6366 1.0996 0.13 0.53 0.37 0.0000
H 5.4702 0.2871 2.7704 -0.47 -0.45 -0.30 -0.0008
H 7.0764 0.2975 2.2070 0.30 -0.50 -0.23 0.0000
H 4.7702 -1.0021 0.5901 -0.15 0.07 0.24 0.0023
H 6.2679 -1.7686 1.1048 0.11 0.17 -0.01 0.0001
H 6.1771 -0.7137 -1.3023 -0.21 0.87 -0.41 -0.0002
H 7.5443 -0.2751 -0.3266 0.17 0.02 -0.06 -0.0001
H 5.1537 1.5207 -0.7461 0.14 0.08 0.12 0.0009
H 6.8134 2.0179 -0.7521 0.04 -0.05 0.34 0.0000
H 3.7237 1.5070 0.8306 0.20 -0.27 0.57 0.0038
H 4.4507 3.1288 0.9647 -0.26 -0.03 -0.81 -0.0009
H 4.1462 2.4309 2.4077 0.02 -1.44 0.17 -0.0004
C -2.9237 -2.7449 -6.5774 -0.51 -0.08 0.88 -0.0001
C -1.6640 -2.1645 -6.0137 1.68 0.40 0.96 0.0002
C -0.9504 -3.0892 -4.9537 0.80 -0.21 -0.84 0.0011
C 0.4468 -2.5969 -4.6289 -0.12 0.62 -0.08 0.0015
N 1.3493 -3.6192 -3.9454 0.75 0.32 0.74 0.0011
C 2.5430 -2.9041 -3.2062 -0.91 -0.39 -0.09 0.0012
C 3.8089 -3.4422 -3.8331 0.31 0.25 0.37 -0.0006
C 3.4364 -4.8422 -4.3123 -0.76 0.05 -0.11 0.0003
C 2.0377 -4.5892 -4.9002 0.36 0.23 0.42 -0.0005
C 0.5675 -4.4050 -2.9124 0.34 0.15 -0.57 0.0018
H -2.7010 -3.5565 -7.2701 -0.10 -0.12 0.19 0.0000
H -3.6047 -2.0539 -7.0741 0.31 0.24 -0.01 0.0000
H -3.4299 -3.1017 -5.6804 -0.59 -0.55 -0.33 0.0000
H -1.7298 -1.2530 -5.4198 -1.05 0.18 -0.13 0.0001
H -1.0382 -1.7811 -6.8196 0.65 -0.64 -0.13 0.0000
H -0.7955 -4.1401 -5.1979 -0.95 -0.18 -0.49 0.0001
H -1.4039 -2.9701 -3.9697 -0.95 -0.59 -0.35 -0.0004
H 0.1947 -1.7827 -3.9495 1.21 0.23 0.33 -0.0019
H 0.9641 -2.2182 -5.5105 0.25 -0.07 0.14 0.0004
H 2.5391 -3.2541 -2.1739 -0.46 0.13 -0.01 0.0014
H 2.3371 -1.8338 -3.1930 0.25 -0.01 -0.14 -0.0002
H 4.5224 -3.4710 -3.0095 0.40 -0.01 -0.35 0.0000
H 4.1917 -2.7990 -4.6255 0.00 -0.15 -0.08 0.0000
H 3.4181 -5.5564 -3.4890 0.04 -0.01 -0.01 0.0001
H 4.0559 -5.2305 -5.1207 0.20 0.01 0.25 -0.0001
H 1.3956 -5.4627 -5.0131 0.17 0.11 -0.27 -0.0001
H 2.2786 -4.0848 -5.8359 -0.82 0.08 -0.14 0.0000
H -0.1067 -5.0309 -3.4970 -0.38 0.19 0.60 -0.0001
H 0.1207 -3.6784 -2.2338 -0.39 -0.16 -0.09 -0.0007
H 1.2256 -5.0513 -2.3317 0.20 0.12 -0.23 -0.0002
C -5.1944 2.1645 7.5544 0.47 -0.52 1.38 0.0002
C -4.5841 3.4524 7.0986 0.53 -0.07 -1.17 0.0001
C -3.4575 3.2472 6.0124 0.56 1.78 3.51 0.0003
C -3.9299 2.4609 4.9232 1.11 -0.94 -2.25 -0.0010
N -2.8201 2.0576 3.9022 -1.14 0.70 -0.30 0.0001
C -1.7274 1.1742 4.5682 -0.69 -0.41 -0.02 -0.0015
C -0.4561 1.9579 4.4801 1.32 -0.83 1.07 -0.0018
C -0.7915 3.4113 4.3286 -0.69 0.70 -1.05 0.0002
C -2.0074 3.2978 3.3884 -0.04 -0.60 0.31 -0.0001
C -3.6319 1.4075 2.7496 1.39 -0.39 0.51 -0.0010
H -4.4963 1.7014 8.2518 0.38 -0.59 -0.36 0.0000
H -5.4261 1.4899 6.7302 -0.36 -0.01 0.43 -0.0002
H -6.0194 2.3148 8.2507 -0.53 0.14 -0.59 0.0000
H -4.1216 3.9724 7.9375 -0.31 0.26 -0.11 0.0002
H -5.3814 4.0343 6.6362 0.13 0.51 0.11 -0.0001
H -2.5543 2.8778 6.4981 -0.04 -0.23 0.11 -0.0003
H -3.2306 4.2567 5.6696 0.25 0.01 -0.07 0.0004
H -4.5732 3.2004 4.4463 -0.71 -1.07 -0.87 0.0001
H -4.3254 1.4791 5.1836 -0.46 0.45 -0.05 0.0006
H -1.5147 0.1978 4.1330 -0.88 0.16 -0.97 0.0022
H -1.9956 0.8890 5.5855 -0.53 0.69 0.12 -0.0003
H 0.1386 1.5052 3.6867 0.17 0.66 -0.36 0.0003
H 0.0867 1.7127 5.3930 0.34 0.32 0.05 0.0000
H -0.0478 4.0334 3.8306 0.27 -0.40 -0.20 -0.0001
H -0.9918 3.9729 5.2410 -0.27 -0.44 0.15 -0.0004
H -1.6669 3.0228 2.3902 0.03 -0.17 -0.03 -0.0015
H -2.6257 4.1895 3.2848 -0.32 -0.24 0.28 0.0002
H -3.9503 2.1424 2.0102 0.40 0.09 0.17 -0.0007
H -4.5145 0.8951 3.1326 0.20 0.06 0.31 0.0002
H -2.9384 0.6738 2.3386 -0.26 0.12 -0.53 0.0036
C -2.8552 -3.2602 -0.9740 3.50 2.11 3.12 -0.0037
C -3.8119 -3.9131 -0.2100 -4.60 -3.03 -3.15 0.0018
C -4.0099 -3.6799 1.2852 -1.25 -2.02 2.32 0.0007
O -4.7716 -4.3160 2.0844 0.57 0.20 -2.72 0.0065
C -3.2383 -2.7306 1.9015 4.40 3.18 -0.31 0.0086
C -2.1537 -1.9949 1.2655 -2.97 -2.43 -0.28 -0.0180
C -1.8575 -2.4386 -0.2314 -4.82 -1.48 -0.34 -0.0199
O -0.9500 -1.8479 -0.8049 2.17 0.97 -1.06 0.0128
O -1.5244 -1.0293 1.7658 0.77 -0.15 -1.22 -0.0113
O -4.6882 -4.6569 -0.8585 2.24 2.15 2.38 -0.0002
H -2.7527 -3.3903 -2.0412 -0.03 -0.15 0.05 0.0033
H -3.2078 -2.7142 2.9810 -0.58 0.33 0.19 -0.0052
C 3.3920 -0.8150 4.2763 -3.32 5.32 -5.35 -0.0012
C 2.5481 -0.4210 3.1716 1.32 0.52 0.84 0.0000
C 2.0509 -1.5949 2.2270 -1.95 -2.28 -1.16 0.0012
O 1.2487 -1.4166 1.2120 0.88 0.56 0.76 -0.0029
C 2.3483 -3.0345 2.5286 -3.52 6.88 -5.58 0.0024
C 2.9907 -3.2847 3.6113 3.33 -4.49 5.26 0.0048
C 3.5151 -2.0795 4.5526 2.51 -4.85 3.32 -0.0024
O 4.1758 -2.2442 5.6149 -0.38 -2.46 -0.32 -0.0004
O 3.1594 -4.5533 3.8420 0.30 2.40 1.35 0.0129
O 2.3189 0.7964 2.9633 -0.55 -0.97 -0.79 -0.0017
H 3.8826 0.0127 4.7667 -0.08 -0.29 0.53 -0.0003
H 1.9354 -3.7485 1.8314 0.13 -0.13 0.12 -0.0006
Cl -2.4009 1.4194 -0.5348 0.33 -0.84 -0.19 -0.0054
Cl 1.4697 0.3377 -1.6573 -0.74 -0.27 0.33 0.0652
Cl -2.6621 1.2325 -5.5257 0.09 0.29 0.51 0.0000
C -1.4286 2.0784 -4.5361 2.08 0.43 -1.04 -0.0011
C -0.0659 2.1977 -5.3182 -0.89 -1.07 1.33 0.0021
Cl -0.1664 3.2957 -6.6711 0.15 0.42 -0.24 0.0000
H -1.1799 1.5783 -3.6001 -0.60 -0.30 -0.02 0.0025
H -1.7072 3.1142 -4.3420 -0.54 -0.26 0.04 0.0001
H 0.3185 1.2448 -5.6820 -0.42 -0.13 -0.12 0.0000
H 0.6566 2.4759 -4.5509 0.08 0.71 -0.24 -0.0008
C 7.0209 -0.5187 -4.9156 -0.25 -1.27 0.23 -0.0001
O 6.1469 0.5066 -4.4952 0.81 -0.02 -1.03 0.0000
C 4.8420 0.3915 -5.0330 -0.36 1.30 0.87 0.0006
C 4.0138 1.2456 -4.1061 -1.43 -0.18 0.68 -0.0071
O 4.2545 2.6037 -4.3074 1.05 1.02 -0.56 0.0001
C 3.5152 3.5383 -3.5408 2.17 -0.10 1.95 -0.0002
C 4.0860 3.6427 -2.0227 -1.07 -1.82 -0.61 -0.0026
O 5.5054 3.7998 -1.7678 -1.33 1.10 -1.06 -0.0002
C 5.9283 5.0074 -2.3884 1.68 0.21 -0.81 -0.0001
H 6.7038 -1.4078 -4.3707 0.02 -0.56 -0.05 0.0000
H 8.0812 -0.4298 -4.6791 -0.19 1.00 0.36 0.0000
H 7.0069 -0.7803 -5.9737 -0.39 0.40 -0.29 0.0000
H 4.4536 -0.6267 -5.0523 0.15 -0.29 0.24 -0.0002
H 4.6666 0.8241 -6.0180 0.78 -0.07 -0.45 0.0000
H 4.1637 0.9154 -3.0782 0.39 0.10 0.30 0.0038
H 2.9441 1.0900 -4.2462 -0.40 -0.39 -0.35 0.0015
H 2.4822 3.1911 -3.5212 -0.24 0.64 0.34 0.0005
H 3.7005 4.5549 -3.8877 -0.60 -0.41 -1.03 -0.0001
H 3.7968 2.6579 -1.6558 0.33 -0.09 0.54 0.0034
H 3.4716 4.3377 -1.4504 0.15 0.47 -0.16 -0.0002
H 5.8357 5.9520 -1.8524 -1.18 -0.12 0.41 0.0000
H 5.6164 5.0825 -3.4301 -0.62 0.13 0.18 0.0000
H 7.0070 5.0432 -2.5409 0.39 -0.89 0.34 0.0001
C 1.5301 3.8465 0.3914 0.72 1.10 0.83 -0.0054
O 1.3262 5.0229 -0.4445 -0.51 -1.51 0.16 0.0001
C 0.3358 4.7672 -1.4107 -1.16 0.21 -1.88 -0.0006
C 0.1892 5.9001 -2.4536 0.96 -0.23 1.04 -0.0006
O 0.8647 5.6536 -3.6338 1.90 0.34 -1.37 0.0002
C 1.7806 6.6691 -4.1073 -0.18 -0.42 -1.54 0.0000
C 1.1669 8.0617 -4.3275 -1.73 -0.94 -0.39 -0.0001
O 1.7239 8.8694 -5.3636 -0.51 0.22 1.07 0.0000
C 0.8500 9.9993 -5.5894 1.40 0.27 -0.03 0.0000
H 0.8691 3.8380 1.2580 -0.57 -0.02 -0.26 0.0027
H 2.5092 3.9853 0.8498 0.14 0.11 -0.17 -0.0001
H 1.5349 2.8546 -0.0605 -0.36 0.25 -0.64 0.0033
H -0.7066 4.6268 -1.1248 -0.01 0.01 1.53 0.0006
H 0.4973 3.8360 -1.9537 0.60 -0.26 -0.13 0.0015
H 0.6989 6.7483 -1.9966 -0.91 0.60 0.36 0.0001
H -0.8385 6.0063 -2.8009 -0.33 0.49 0.94 -0.0002
H 2.0052 6.2398 -5.0837 0.44 0.33 -0.12 0.0000
H 2.7148 6.7713 -3.5550 -0.04 -0.38 0.53 0.0001
H 1.0114 8.5084 -3.3455 0.56 0.91 -0.02 0.0000
H 0.1495 7.8844 -4.6761 -0.44 -0.40 0.14 0.0000
H -0.1372 9.7806 -5.9965 0.09 -0.54 -0.13 0.0000
H 1.4192 10.6369 -6.2658 -0.27 -0.08 -0.23 0.0000
H 0.7050 10.6033 -4.6937 0.02 -0.21 0.37 0.0000
```
Positions in Å, forces in eV/Å.

**Max |F|**: 9.53 eV/Å
**2S+1**: 2
**⟨S²⟩**: 0.79
**E_LUMO (alpha / beta)**: -1.59 / -1.57 eV
**Total charge**: +1
**E_HOMO (alpha / beta)**: -7.5 / -7.5 eV